Here is a structure of composition C21H20N2OPdS6 in a non-equilibrium geometry from the Open Molecules 2025 dataset. Energies are from wB97M-V/def2-TZVPD.

Atoms and positions in Å:
C -1.1758 -0.8001 2.5130
S 4.9232 -2.3176 -3.0883
S 2.3281 2.9770 2.4654
C 0.2377 4.4768 0.8491
C 4.4679 -3.8061 -2.3882
S 3.3158 0.0630 -3.8086
H 0.9505 4.9256 1.5294
C -1.6066 4.6602 -0.6549
C -2.0658 -2.3387 1.0600
H -4.4388 -2.1124 -0.3548
H -4.2583 0.0547 -1.3851
S 2.8135 -3.8075 -1.9280
C -3.3284 -0.3906 -1.0035
C -1.4806 -1.5804 3.6197
H 3.9284 1.3964 3.4152
C 2.3243 -2.2143 -2.5195
H -2.3634 5.2330 -1.1765
H -3.1628 0.0104 0.0029
H -0.7485 6.3242 0.4130
C -2.4102 -3.1826 2.1149
C -2.1141 -2.7964 3.4120
H 2.3959 0.8700 -1.7255
C 3.3640 -1.5237 -3.0713
H -2.8906 -4.1321 1.9099
H -2.5248 -3.7554 -0.4685
Pd 0.3740 -0.2348 -0.4928
H 3.0660 2.1625 -2.7474
C -0.7110 5.2564 0.2235
H -3.7199 -2.2558 -1.9638
N -1.4680 -1.1640 1.2689
C 3.2357 1.1549 -2.3669
H -0.6569 0.1481 2.6099
C 0.2892 3.0917 0.5954
C 1.2868 2.2356 1.2266
S 5.5298 -5.0699 -2.1107
N -0.5915 2.5275 -0.2464
C -3.5355 -1.9038 -0.9442
H -2.3631 -3.4412 4.2475
C -2.3446 -2.6808 -0.3731
H -2.1609 2.7599 -1.5210
C 3.1228 1.4777 2.6982
S 0.6681 -1.8304 -2.3452
H -1.3992 -0.0914 -1.4270
C 1.5462 0.8964 1.0079
H -1.2124 -1.2432 4.6128
H -1.4453 -2.4354 -0.9498
C 2.6189 0.5074 1.8888
O -2.3033 -0.0170 -1.8766
H 3.0221 -0.4990 1.9038
H 4.1678 1.1254 -1.8032
C -1.4961 3.2900 -0.8471

Forces on atoms 1 to 2 (eV/Å):
C -0.01 -0.02 0.00
S -0.04 -0.07 -0.03

Summary:
F_max ... 1.30 eV/Å
Total charge ... -2
HOMO ... 0.027 eV
DFT total energy ... -95620.206 eV
HOMO-LUMO gap ... 4.33 eV
ΔE to the lowest compared entry with this formula, charge and spin ... 27.52 kcal/mol

Here is an isolated molecule of C21H20N4O in a non-equilibrium geometry from the Open Molecules 2025 dataset. Energies are from wB97M-V/def2-TZVPD.

Atoms and positions in Å:
C 2.3707 2.9423 1.1530
H -0.6499 -1.4646 1.7964
C -0.9356 -0.1166 0.1601
H 6.3208 4.3774 -2.1776
H -1.0989 2.5437 -1.9451
N 4.2360 2.1739 -1.7608
H 2.5385 3.5346 2.0476
C -3.9489 -4.2412 1.4552
H -4.3507 -1.3608 -1.6320
H 0.4089 2.3541 1.7268
H 0.3373 -0.0221 1.8705
C -2.7245 -4.3248 0.7651
N 5.1493 2.9513 -1.0917
C 6.4166 3.3977 -1.6921
C -2.7342 -1.9175 0.4152
N -4.1855 -0.3715 -1.5805
C 0.8658 1.6664 -0.3172
H 1.6680 -2.1196 1.4190
C -2.1270 -3.1756 0.2709
C 1.1477 2.3024 0.9079
C -0.0511 -0.7874 1.1969
C 4.6423 3.3888 0.1157
C -4.5872 -3.0507 1.6176
N -2.5892 1.1678 -1.7140
H 1.8084 -0.9505 0.0738
H -4.5062 -0.9340 1.2574
H 5.0913 4.0691 0.8375
H -1.1647 -3.2469 -0.2605
H 6.7856 2.7254 -2.4812
C -1.3934 1.6432 -1.4127
C 3.1538 2.1471 -1.0081
C -2.9338 0.0204 -1.1532
H -4.4375 0.1149 -2.4186
O -4.5286 -5.4127 1.9006
C -3.9855 -1.9013 1.1187
C -2.1830 -0.6589 -0.1958
H -5.4588 -5.2502 2.0797
H -5.5590 -2.9534 2.1228
H -2.2620 -5.2851 0.6598
C 1.8818 1.5877 -1.2625
C 1.1108 -1.6230 0.6098
C 3.3926 2.8316 0.1881
H 1.6254 1.0778 -2.1613
C -0.4934 1.0504 -0.5018
H 7.1851 3.4765 -0.9284
H 0.7522 -2.3761 -0.0710

Forces on atoms 1 to 2 (eV/Å):
C -1.41 -0.79 -0.13
H -0.25 0.04 0.16

Summary:
F_max ... 2.73 eV/Å
Total charge ... 0
Structure (SMILES) ... CCc1c(-c2ccc3cn(C)nc3c2)cnc(N)c1-c1ccc(O)cc1
HOMO ... -7.825 eV
DFT total energy ... -30109.360 eV
HOMO-LUMO gap ... 8.39 eV
ΔE to the lowest compared entry with this formula, charge and spin ... 0.00 kcal/mol

Here is an isolated molecule of C21H20N4O3S in a non-equilibrium geometry from the Open Molecules 2025 dataset. Energies are from wB97M-V/def2-TZVPD.

Atoms and positions in Å:
C 0.3352 -2.3562 2.1677
C 5.4169 -1.2576 0.4035
H -0.8135 1.2551 -3.7280
H -3.7170 3.5085 -1.5030
H 6.5788 -0.1139 -1.1058
H -2.0978 0.5546 1.4693
O -1.4666 5.3095 -5.0936
H -1.0823 -4.7081 4.3814
H 0.7796 -3.2488 4.1046
C -1.0884 0.6653 -1.6835
C 0.2214 -3.5179 3.1772
C -1.5731 4.5466 -4.1378
C 4.1367 -1.5750 0.8679
C 3.2443 0.0264 -0.7598
C -2.6333 2.0615 -0.4624
O -2.8131 -0.5118 2.9425
H 4.0966 -2.2724 1.7094
H -1.5120 -2.1989 4.7736
O -3.1084 -2.4620 1.5184
N -1.4048 0.4382 0.7356
N -0.7085 4.7851 -3.1461
C 4.5160 0.2695 -1.2897
H 0.7214 -4.4129 2.7722
S -2.2813 -1.8118 2.5463
H -3.1045 2.3033 0.4926
C -0.7121 -1.5299 1.8731
C 1.6714 -1.1535 0.8182
C -1.9768 -2.8216 3.9994
H -1.6209 -4.5335 2.7283
C -1.1398 -3.9811 3.5757
H -3.5005 3.6133 -4.2007
H 2.3793 0.4911 -1.2335
H -0.0336 5.4940 -3.4259
H -0.4515 4.0169 -2.5194
C -0.5034 -0.5472 0.9477
C -2.4650 3.2931 -4.0977
C -2.2970 2.4828 -2.8123
H -0.3910 -0.1824 -1.6780
N 0.6941 -0.3560 0.4653
C -2.9718 2.7511 -1.6307
H -2.2718 2.6792 -4.9521
N 1.5039 -2.2128 1.5904
H 6.2385 -1.6976 0.9049
H 4.5732 0.9286 -2.1343
C 3.0289 -0.9024 0.2713
H -2.9446 -3.1638 4.3693
C 5.6008 -0.3956 -0.6951
C -1.7259 1.0088 -0.4946
C -1.3269 1.4426 -2.8221

Forces on atoms 1 to 2 (eV/Å):
C 0.05 -1.81 0.98
C -1.06 0.54 -0.98

Summary:
F_max ... 3.17 eV/Å
Total charge ... 0
Structure (SMILES) ... NC(=O)Cc1ccc(Nc2nc(-c3ccccc3)nc3c2S(=O)(=O)CCC3)cc1
HOMO ... -8.225 eV
DFT total energy ... -45040.061 eV
HOMO-LUMO gap ... 8.02 eV
ΔE to the lowest compared entry with this formula, charge and spin ... 37.43 kcal/mol

Here is a structure of composition C21H21AgN6Si from the Open Molecules 2025 dataset. Energies are from wB97M-V/def2-TZVPD.

Atoms and positions in Å:
H -3.6963 -3.5568 -0.9395
C -0.3442 4.8597 0.1832
C 2.7325 1.0764 3.0445
Ag 2.1100 0.8751 -0.4021
H 3.9868 3.6210 1.5366
H -2.7414 2.7899 0.8132
H -6.0097 -4.3031 -1.0845
H 2.1962 0.1299 3.1533
C -1.7096 -1.7682 -0.9417
N -6.8430 -2.4271 -1.0177
C 0.7448 -3.4822 -0.8538
C 0.7767 -2.1076 -1.0705
H -5.1996 0.4766 -0.7932
C 4.9703 -0.2301 1.5211
H 5.6333 -0.2252 0.6516
H -7.4411 -0.4641 -0.9341
H 5.3151 2.7836 2.3478
N 1.8983 -1.5030 -1.4478
N -1.5222 4.4346 0.6216
N -0.1930 0.0422 -0.6315
H 5.5912 -0.1158 2.4169
N 1.8084 -4.2526 -1.0477
C -5.7927 -3.2429 -1.0199
C -2.5434 0.4108 -0.5214
H 3.4090 1.1798 3.9008
H 3.7977 -4.2475 -1.6081
C -0.4251 -1.2454 -0.8680
C 2.9680 -2.2638 -1.6294
C -1.2297 0.8567 -0.4624
C -5.3040 -0.5968 -0.8503
C -2.8046 -0.9317 -0.7643
N 0.2767 2.7269 -0.6338
C -1.7961 3.1506 0.4271
H -3.3478 1.1178 -0.3972
H 1.5391 4.3519 -0.7450
C -6.5823 -1.1258 -0.9341
H 4.4972 -1.2152 1.5663
C 4.6565 2.7586 1.4723
C -4.4779 -2.8113 -0.9416
C 2.9166 -3.6395 -1.4426
H -0.1000 5.9053 0.3272
C -4.2057 -1.4502 -0.8543
H 1.9912 1.8780 3.1051
H -0.1537 -3.9720 -0.4993
H -1.8428 -2.8128 -1.1735
H 5.2729 2.8899 0.5798
H 3.8887 -1.7688 -1.9118
C 0.5628 4.0050 -0.4302
C -0.9092 2.2944 -0.2202
Si 3.6750 1.1445 1.4028

Forces on atoms 1 to 2 (eV/Å):
H 0.02 0.02 0.01
C 0.14 0.02 -0.05

Summary:
F_max ... 0.27 eV/Å
Total charge ... 0
HOMO ... -6.597 eV
DFT total energy ... -42935.287 eV
HOMO-LUMO gap ... 5.62 eV
ΔE to the lowest compared entry with this formula, charge and spin ... 1.69 kcal/mol

Here is a structure of composition C21H21BBrN7OPt in a non-equilibrium geometry from the Open Molecules 2025 dataset. Energies are from wB97M-V/def2-TZVPD.

Atoms and positions in Å:
H 4.1131 -1.8151 -2.5837
H 0.2270 -2.3756 -4.8309
C 0.4799 2.5480 3.6580
C 0.0909 -4.6945 0.4975
H -0.5269 -0.5334 2.7509
O -2.2831 -0.8938 0.5510
N 1.9333 -0.5232 -0.6163
N 0.7513 -3.1504 -0.9476
C -1.5413 -1.1721 -4.1898
Br 0.1245 2.1550 -1.6237
C 3.0145 0.1606 -0.2295
H -3.5648 1.9017 1.4498
N 0.0859 -2.5263 0.0330
C -3.3509 1.2928 0.5712
C 1.0946 4.4745 2.2773
H -0.0777 -5.6407 0.9849
H -0.0071 0.7747 4.7534
H 1.2693 -5.1597 -1.3486
C -0.1763 0.4845 2.6314
C 0.9538 4.3600 -0.1117
Pt -0.1609 -0.3930 -0.1262
C -0.3256 -1.8213 -4.0884
C 0.5330 3.0489 -0.0144
H 1.8256 -3.1382 -2.9406
C -1.7666 -0.6396 -2.9215
H -2.6093 -0.0697 -2.5618
N -0.7499 -0.9701 -2.1228
C 0.0932 1.2310 3.7775
B 1.3075 -2.3943 -2.1698
H -2.4355 1.6368 0.0976
C -0.0140 1.0274 1.3573
H -0.9282 -3.1587 1.7692
H 1.3296 5.0209 3.1836
H 1.5963 6.0973 0.9704
C 0.6486 3.1452 2.3910
C -0.3358 -3.4364 0.9122
C -3.2306 -0.1583 0.9355
C 0.3797 2.3807 1.2145
H -4.1814 1.4161 -0.1281
H 0.6411 3.1516 4.5433
C 4.1076 -0.2553 -0.9781
C 3.6067 -1.2245 -1.8350
H 1.0440 4.8270 -1.0843
N -4.1847 -0.6655 1.6993
N 2.2964 -1.3665 -1.6078
C 1.2504 5.0756 1.0456
H 2.9670 0.8955 0.5600
H 5.1234 0.0945 -0.9046
H -4.9840 -0.1269 1.9887
C 0.7775 -4.4661 -0.6830
H -2.1868 -1.1044 -5.0499
H -4.1735 -1.6492 1.9256
N 0.1291 -1.6771 -2.8317

Forces on atoms 1 to 2 (eV/Å):
H -0.13 -0.02 0.06
H 0.04 0.00 0.13

Summary:
F_max ... 2.54 eV/Å
Total charge ... +2
HOMO (spin up / spin down) ... -13.910 / -13.903 eV
DFT total energy ... -108547.165 eV
HOMO-LUMO gap (spin up / spin down) ... 4.75 / 4.72 eV
ΔE to the lowest compared entry with this formula, charge and spin ... 53.45 kcal/mol